1.
81
Properties=species:S:1:pos:R:3:forces:R:3 method="wB97M-V/def2-TZVPD" orbital_gap_ev="5.818 / 5.165" total_charge=+1 lumo_energy_ha="-0.150 / -0.182" multiplicity=2 s2=1.015
Mn -1.5779 -0.2618 -0.0229 -0.1992 -0.1555 -0.0023
C -2.7806 5.1876 -5.3109 0.0070 0.0133 -0.0024
C -1.8261 5.2977 -4.3093 0.0078 -0.0016 0.0110
C -1.6968 4.2969 -3.3582 -0.0211 -0.0044 -0.0343
C -2.5142 3.1707 -3.4137 -0.0009 0.0089 -0.0098
C -3.4669 3.0614 -4.4236 0.0089 0.0304 0.0045
C -3.6030 4.0714 -5.3645 -0.0017 -0.0112 0.0018
C -2.3693 2.0902 -2.4020 -0.0040 -0.0815 0.1127
C -2.7358 2.3689 -1.0770 0.1292 -0.0315 -0.4623
C -3.2619 3.6336 -0.6577 -0.0125 -0.0478 0.0638
C -3.3184 3.5980 0.6942 0.0298 -0.0254 -0.0709
C -2.8279 2.3119 1.0878 0.0467 -0.0520 0.2847
N -2.5403 1.5391 -0.0091 0.0221 -0.2056 0.0699
C -2.5432 1.9796 2.4103 0.0678 -0.2133 0.0423
C -2.0350 0.7438 2.8069 -0.1436 0.5356 -0.0329
C -1.7864 0.3684 4.1665 0.0142 -0.0294 -0.0424
C -1.4907 -0.9540 4.1547 0.0072 0.0345 -0.0549
C -1.5850 -1.3769 2.7886 0.0074 -0.2588 -0.0719
C -1.5720 -2.7024 2.3551 -0.0717 -0.0458 -0.2818
C -1.3887 -3.7808 3.3628 0.0345 -0.0126 -0.0179
C -0.2476 -4.5795 3.3238 -0.0305 -0.0007 0.0434
C -0.0659 -5.5830 4.2632 -0.0031 -0.0006 -0.0035
C -1.0293 -5.8055 5.2372 0.0119 -0.0121 0.0023
C -2.1717 -5.0192 5.2744 -0.0153 0.0207 0.0010
C -2.3496 -4.0046 4.3451 0.0093 -0.0338 0.0004
C -1.7672 -3.0694 1.0228 0.1259 -0.0137 0.8196
N -1.7998 -2.2124 -0.0514 -0.0237 0.5619 -0.0706
C -1.8049 -3.0409 -1.1597 0.0543 0.0194 -0.6060
C -1.6200 -2.6383 -2.4740 -0.0390 0.1102 0.1081
C -1.4819 -3.6778 -3.5283 0.0328 -0.0062 0.0163
C -2.4470 -3.7997 -4.5248 0.0127 -0.0466 0.0022
C -2.3153 -4.7715 -5.5055 -0.0105 0.0169 -0.0085
C -1.2128 -5.6140 -5.5077 0.0074 -0.0168 -0.0016
C -0.2442 -5.4913 -4.5214 0.0019 0.0005 0.0033
C -0.3807 -4.5313 -3.5302 -0.0351 0.0004 -0.0361
C -1.5763 -1.2914 -2.8649 0.0240 -0.4516 0.0902
C -1.3810 -0.8276 -4.2046 0.0049 0.0549 0.0344
C -1.5766 0.5141 -4.1771 0.0102 -0.0437 0.0299
C -1.8982 0.8528 -2.8236 -0.0985 0.3733 0.0583
N -1.8314 -0.2582 -2.0199 -0.0003 0.0122 0.3159
C -1.9208 -4.4136 -0.7583 0.0264 0.0465 0.0696
C -1.8877 -4.4320 0.5900 -0.0209 0.0355 -0.0765
N -1.8600 -0.3203 1.9678 0.0433 -0.0971 -0.3184
C -2.8060 2.9964 3.4675 0.0029 -0.0001 0.0064
C -1.7670 3.7839 3.9521 -0.0264 0.0018 0.0232
C -2.0135 4.7256 4.9411 0.0132 -0.0019 -0.0048
C -3.2951 4.8818 5.4494 -0.0011 0.0051 0.0042
C -4.3323 4.0956 4.9679 -0.0076 -0.0050 -0.0067
C -4.0904 3.1541 3.9776 0.0103 0.0290 0.0078
H -2.8837 5.9724 -6.0485 -0.0004 -0.0062 0.0045
H -1.1801 6.1647 -4.2666 -0.0054 0.0014 -0.0047
H -0.9536 4.3827 -2.5747 -0.0040 -0.0046 -0.0017
H -4.1088 2.1897 -4.4629 0.0045 0.0028 0.0055
H -4.3528 3.9856 -6.1398 0.0039 0.0012 0.0017
H -3.5375 4.4396 -1.3165 0.0038 -0.0146 0.0033
H -3.6373 4.3719 1.3725 0.0061 -0.0170 -0.0062
H -1.8571 1.0312 5.0133 -0.0021 -0.0098 -0.0107
H -1.2598 -1.5945 4.9890 -0.0065 0.0058 -0.0081
H 0.5007 -4.4079 2.5594 -0.0007 0.0027 0.0022
H 0.8279 -6.1920 4.2333 -0.0040 -0.0018 0.0020
H -0.8907 -6.5927 5.9665 0.0026 0.0041 -0.0055
H -2.9281 -5.1951 6.0279 0.0075 -0.0004 -0.0039
H -3.2431 -3.3928 4.3720 0.0051 0.0036 -0.0070
H -3.3077 -3.1420 -4.5225 0.0046 0.0015 0.0089
H -3.0755 -4.8703 -6.2693 0.0076 0.0023 0.0051
H -1.1092 -6.3671 -6.2776 0.0011 0.0043 0.0055
H 0.6192 -6.1434 -4.5223 -0.0059 -0.0022 -0.0052
H 0.3730 -4.4351 -2.7580 -0.0021 0.0011 -0.0009
H -1.1389 -1.4490 -5.0503 -0.0019 0.0036 0.0127
H -1.5261 1.2108 -4.9968 -0.0093 -0.0021 0.0089
H -2.0121 -5.2458 -1.4353 0.0024 0.0115 -0.0018
H -1.9481 -5.2826 1.2477 -0.0005 0.0169 -0.0014
H -0.7673 3.6598 3.5531 -0.0021 -0.0017 -0.0024
H -1.2027 5.3376 5.3136 -0.0051 0.0006 0.0007
H -3.4858 5.6164 6.2205 0.0013 -0.0055 -0.0033
H -5.3326 4.2135 5.3632 0.0070 0.0015 0.0001
H -4.8978 2.5384 3.6000 0.0040 -0.0016 -0.0009
Cl 0.4287 1.0181 0.0068 -0.0306 0.0067 0.0022
C 0.2967 -0.7503 -0.0128 0.0917 0.1188 -0.0107
H 0.6899 -1.1709 0.9052 -0.0428 -0.0649 0.0049
H 0.7032 -1.1505 -0.9343 -0.0366 -0.0624 -0.0045

=====

2.
131
Properties=species:S:1:pos:R:3:forces:R:3 method="wB97M-V/def2-TZVPD" orbital_gap_ev=9.207 lumo_energy_ha=0.023 smiles=COC[C@H](C)N.COC[C@H](C)N.COC[C@H](C)N.COC[C@H](C)N.COC[C@H](C)N.COC[C@H](C)N.COC[C@H](C)N.CO.CO
C -1.9333 6.2501 -1.1746 0.5525 0.0181 -0.2661
O -2.4720 4.9325 -1.2004 -0.0903 0.7067 0.2177
H -2.7555 6.9458 -1.3009 -0.2412 0.0358 -0.0973
H -1.4709 6.5218 -0.1958 -0.0130 -0.4047 -0.6178
H -1.2173 6.4469 -2.0234 -0.5022 -0.2800 0.8781
H -1.8072 4.2824 -1.4521 0.2680 -0.1643 -0.2808
C -3.9258 -0.3506 -6.0715 1.3056 0.1508 -0.0542
O -3.7569 -0.8901 -4.7775 -0.4724 -0.0523 -0.2658
H -4.4591 0.5948 -6.0802 -0.6774 -0.0320 0.0495
H -2.9210 -0.0490 -6.3847 -0.0636 -0.1941 -0.2667
H -4.3018 -1.0792 -6.8018 -0.1991 0.2231 0.1527
H -4.6456 -0.9486 -4.3463 0.3915 -0.0459 0.1071
C -4.3293 -2.6378 -1.9414 -1.0675 0.8098 0.1450
C -5.7478 -2.0608 -2.1036 0.5221 -0.4717 -0.8001
C -6.3783 -1.7941 -0.7402 -0.1709 -0.4150 -0.7127
O -5.7995 -0.6446 -0.1654 -0.1913 -0.3108 0.1726
C -6.7686 0.1990 0.4118 0.1588 0.4150 0.0159
N -5.6553 -0.8386 -2.9319 -0.3492 -0.9890 0.5074
H -3.8418 -1.8832 -1.2975 0.4663 -0.6979 -0.2416
H -3.8602 -2.7351 -2.9200 0.2016 0.0454 0.1926
H -4.4338 -3.6095 -1.4648 0.4258 0.0015 0.1868
H -6.3719 -2.7885 -2.6599 0.1507 0.2918 0.3293
H -6.2288 -2.6776 -0.1201 0.1233 -0.0668 0.3427
H -7.4657 -1.7019 -0.8597 0.0702 0.3252 0.0089
H -7.2061 0.8755 -0.3209 -0.0078 0.1285 -0.3007
H -6.2735 0.8029 1.1651 -0.0416 0.0315 0.2066
H -7.5886 -0.3687 0.8346 -0.0941 -0.1506 0.4124
H -4.9734 -0.2285 -2.4869 -0.4820 0.2271 0.0042
H -6.5788 -0.4408 -2.8979 -0.0941 0.7669 -0.1674
C -3.5159 1.5731 -1.8006 1.5794 -0.5113 1.5208
C -2.1754 1.7928 -0.9736 -0.1690 0.5991 -1.0617
C -1.8039 0.4819 -0.3035 0.3739 -0.1839 -1.2248
O -0.7502 0.7292 0.5834 0.3958 0.1785 0.0308
C -0.0519 -0.3709 1.1324 -0.3270 0.1509 0.2969
N -1.0620 2.3489 -1.8563 -1.7750 0.0036 1.4201
H -3.2929 0.9010 -2.6423 -0.1364 0.3617 -0.0236
H -4.0274 2.4801 -2.0839 0.2187 0.3073 -0.2878
H -4.1557 1.0404 -1.0860 -0.1773 0.0283 -0.2927
H -2.3217 2.5065 -0.1683 -0.2819 0.3251 -0.0137
H -1.5310 -0.1752 -1.1528 0.3174 -0.2815 0.4307
H -2.6479 0.0250 0.1944 -0.4773 -0.1128 0.3703
H 0.2626 -1.1013 0.3687 -0.0852 0.2070 0.2103
H -0.6266 -0.8655 1.9375 -0.0286 -0.0685 -0.4427
H 0.8024 0.0814 1.6332 0.2725 -0.2292 -0.1209
H -0.2161 2.4565 -1.3034 -0.0520 -0.3711 -0.1075
H -0.9304 1.6742 -2.5867 0.5708 -0.2589 -0.4711
C -1.3968 2.9066 3.4151 -1.1936 -0.8707 0.1282
C -2.8205 2.1817 3.5616 1.4344 1.1801 -0.3457
C -2.7334 0.8956 4.3276 0.4069 -0.3565 0.2448
O -4.0163 0.2343 4.3854 0.4132 0.4466 0.1161
C -4.1583 -0.5165 3.2025 1.5728 -0.6113 -0.4000
N -3.7605 3.1102 4.2015 -0.2437 -0.3113 -0.9561
H -1.4992 3.8875 2.9174 -0.0959 -0.5774 0.0936
H -0.7314 2.2450 2.8375 -0.1715 0.3787 0.1330
H -0.9553 3.0794 4.4017 -0.0253 -0.0600 0.0098
H -3.0664 1.8866 2.5371 -0.6123 0.6277 -0.0620
H -2.3821 1.1797 5.3247 -0.3327 -0.5562 0.2270
H -1.9942 0.2127 3.8627 -0.1850 0.1793 0.2640
H -3.4351 -1.3827 3.2553 -0.7806 0.5599 -0.2748
H -3.8865 0.0939 2.3381 0.0925 -0.1042 -0.1650
H -5.1486 -0.8673 2.9842 -0.6521 -0.1420 0.6042
H -3.2854 3.6130 4.9208 0.3491 0.3780 0.4528
H -4.5408 2.6338 4.6402 0.0679 -0.1828 -0.1941
C -0.5178 -1.8030 -6.7644 0.8503 -0.8345 -0.0549
C -0.0558 -1.6493 -5.3033 -1.5823 0.3974 -1.1707
C -0.0528 -0.1460 -4.9810 0.8894 -0.5219 -0.8660
O 0.1896 0.0876 -3.6608 0.0908 0.5542 2.5399
C 1.4801 -0.1338 -3.1352 0.0700 -0.0346 -0.4603
N -0.9677 -2.4324 -4.4720 0.9005 -0.2001 -0.1386
H -1.5821 -1.6768 -6.9175 -0.2424 0.2097 0.3189
H -0.2933 -2.8309 -7.1005 -0.0018 0.4580 0.0126
H 0.0057 -1.0902 -7.4010 0.0451 -0.0447 -0.1636
H 0.9370 -2.0685 -5.2163 0.3573 -0.0202 0.1232
H -1.0089 0.3119 -5.1405 -0.8172 -0.0544 -0.4417
H 0.6718 0.4272 -5.5870 0.0421 -0.3389 -0.2145
H 1.4389 0.1908 -2.1049 0.0322 -0.0258 0.3411
H 2.2234 0.4918 -3.6476 0.0155 -0.1033 -0.1001
H 1.8033 -1.1843 -3.1726 -0.0993 0.1812 -0.0322
H -0.6625 -2.3854 -3.5146 -0.1310 0.0288 0.3702
H -1.9071 -2.0799 -4.5380 -0.4118 0.2980 0.0480
C 3.3615 2.9668 -1.0190 0.0436 -0.9345 -0.2211
C 4.4281 2.1690 -0.3004 0.6155 -0.2803 0.0943
C 3.9504 1.7566 1.0736 -0.9118 0.1341 -0.3215
O 4.8365 0.9710 1.8152 0.6889 0.2207 0.0425
C 5.8373 1.8046 2.3577 0.7587 0.6067 0.3989
N 4.7199 0.9085 -1.0083 0.2167 0.2895 0.5479
H 2.3921 2.4733 -0.9590 -0.1920 0.1756 0.3096
H 3.6027 2.9417 -2.0618 0.1837 0.2067 -0.8276
H 3.3433 3.9973 -0.7214 -0.2509 0.4269 0.3703
H 5.3279 2.8104 -0.2569 -0.1803 -0.1771 0.2014
H 3.0554 1.1575 0.9039 -0.0960 -0.1391 0.0530
H 3.6498 2.6373 1.6349 -0.0605 0.3298 0.3106
H 5.3843 2.5299 3.0756 0.3172 -0.5143 -0.2329
H 6.3770 2.4241 1.5986 -0.4617 -0.5241 0.2772
H 6.6063 1.1887 2.8517 -0.5256 0.1519 -0.0609
H 5.5396 0.4640 -0.5826 -0.4622 0.0608 0.0388
H 5.0129 1.1403 -1.9325 0.2012 0.1197 -0.9081
C 1.9594 1.1221 4.5931 -0.0244 0.1942 -0.4794
C 2.9272 0.0365 4.9138 1.6874 -0.4934 1.0460
C 2.7887 -0.4292 6.3516 -2.8500 -0.1575 0.3255
O 3.6139 -1.5103 6.5497 1.3701 -0.6750 0.4021
C 3.3320 -2.3010 7.6876 -0.2852 0.3243 -0.0965
N 2.7458 -1.1013 4.0116 0.4364 -0.3056 -0.5655
H 1.0162 0.6054 4.5047 -0.7364 0.2759 0.1041
H 2.1909 1.5415 3.6078 -0.0590 0.1363 0.1416
H 1.9456 1.9220 5.3447 -0.0885 -0.2264 -0.2108
H 3.9602 0.4180 4.9101 0.0695 0.1217 -0.4791
H 1.7226 -0.7828 6.5096 0.5964 0.3196 -0.2585
H 2.8964 0.3868 7.1004 0.4728 -0.2203 -0.4190
H 4.1672 -2.9697 7.8390 0.2996 -0.0586 0.0275
H 2.4507 -2.9297 7.4914 -0.0722 0.2933 0.2546
H 3.2042 -1.6758 8.5937 -0.0962 -0.3074 -0.3555
H 3.0110 -0.7967 3.0733 -0.1870 -0.0125 0.1284
H 3.3919 -1.8869 4.2001 -0.5028 0.8306 0.3248
C 3.2142 -2.6525 0.2642 0.1919 0.8055 -0.4422
C 4.5808 -2.5256 -0.3968 -0.0912 -0.8507 -0.1788
C 5.2541 -3.8745 -0.4650 0.0535 -0.0840 0.2862
O 6.4102 -3.7059 -1.2470 0.8685 -1.2104 -0.2019
C 7.1687 -4.9337 -1.3413 -1.0113 0.7120 -0.0178
N 4.4576 -1.9977 -1.7457 -0.3916 0.3697 -0.2651
H 3.3944 -2.7810 1.3195 -0.3530 -0.1573 0.4979
H 2.5733 -3.4316 -0.1350 0.1458 -0.3146 -0.1147
H 2.6849 -1.7118 0.0915 -0.0446 0.0505 0.2819
H 5.1925 -1.9660 0.3055 0.3005 0.8043 -0.0987
H 4.5473 -4.6187 -0.8496 0.1709 -0.0990 -0.5359
H 5.5407 -4.2375 0.5324 -0.0804 0.1798 0.1293
H 7.6486 -5.1789 -0.3903 -0.2195 -0.0957 0.1163
H 7.9494 -4.7896 -2.0721 0.1102 0.1076 -0.3011
H 6.4785 -5.7289 -1.6721 0.4380 0.0306 0.1817
H 5.3049 -1.9481 -2.2973 0.3061 -0.6307 0.4145
H 4.1720 -1.0326 -1.6924 -0.4578 0.2168 0.2069

=====

In order of appearance, electronic energy = -96949.4176 -61342.1010 eV.